1.
Entry from the Open Molecules 2025 dataset: a cluster of 6 separate species, C42H34FN6O10PS2 in total (ωB97M-V with the def2-TZVPD basis set).

Computed properties:
HOMO level   -7.711 eV
Maximum force   4.626 eV/A
Kohn-Sham gap   6.747 eV
Electronic energy   -107176.251 eV
SMILES   Fc1ccc2c(c1[PH2]=S)Sc1ccccc1N2.O=[N+]([O-])c1ccccc1.O=[N+]([O-])c1ccccc1.O=[N+]([O-])c1ccccc1.O=[N+]([O-])c1ccccc1.O=[N+]([O-])c1ccccc1

Geometry (Å):
F -0.88183 4.28455 1.70848
C -0.83383 2.90908 1.30128
C -1.91630 1.85702 1.61720
C -1.84620 0.35762 1.19449
C -0.57899 -0.10005 0.41333
C 0.52862 0.97639 0.08927
C 0.43616 2.46582 0.49752
P 1.84259 3.61358 0.00192
S 1.59708 4.47322 -1.74195
S 2.00735 0.29034 -0.82659
C 2.21977 -1.36065 0.02755
C 3.60883 -1.92141 0.40848
C 3.68122 -3.28995 1.16083
C 2.35059 -4.02534 1.50020
C 0.93244 -3.47317 1.09634
C 0.86072 -2.09312 0.34594
N -0.43230 -1.49544 -0.02859
H -2.85601 2.16269 2.21100
H -2.67049 -0.40002 1.45473
H 2.02277 4.66240 0.95887
H 3.05257 2.81611 -0.03337
H 4.52653 -1.28855 0.14308
H 4.71908 -3.66652 1.46226
H 2.36601 -5.02439 2.07451
H -0.01629 -4.06287 1.33978
H -1.21944 -2.06843 0.31259
O 3.77014 -0.47061 -3.37309
N 3.59426 0.68468 -3.73880
O 3.52646 1.64473 -2.98661
C 3.45011 0.93274 -5.17450
C 3.48409 -0.13894 -6.06492
C 3.32267 0.09979 -7.42556
C 3.13383 1.39910 -7.88780
C 3.11117 2.46606 -6.99421
C 3.26897 2.23654 -5.63140
H 3.63037 -1.15577 -5.71748
H 3.34091 -0.72796 -8.12686
H 3.00254 1.58108 -8.95033
H 2.96649 3.47696 -7.36044
H 3.24609 3.07627 -4.94475
O -3.20895 1.13112 4.79028
N -4.13601 0.76846 4.08219
O -4.50473 1.35371 3.07094
C -4.85817 -0.44477 4.47002
C -4.49375 -1.11946 5.63404
C -5.19802 -2.25782 6.01098
C -6.25273 -2.71669 5.22697
C -6.60501 -2.04434 4.06023
C -5.90826 -0.90334 3.67673
H -3.67414 -0.77226 6.25351
H -4.92693 -2.78685 6.91863
H -6.80389 -3.60276 5.52748
H -7.42600 -2.40828 3.45159
H -6.19469 -0.38673 2.76702
O 6.96049 -2.75167 0.69554
N 7.37302 -3.19151 1.76029
O 7.44596 -4.38085 2.03514
C 7.80336 -2.22797 2.77592
C 7.70081 -0.86249 2.51552
C 8.08817 0.04889 3.49199
C 8.57697 -0.40421 4.71382
C 8.68661 -1.76912 4.96383
C 8.29902 -2.68796 3.99435
H 7.32155 -0.49651 1.56775
H 8.00627 1.11397 3.30207
H 8.87321 0.31035 5.47593
H 9.07107 -2.11646 5.91701
H 8.38642 -3.74869 4.20273
O -5.11982 -2.44628 -1.17105
N -4.00149 -2.93489 -1.13923
O -3.18225 -2.72985 -0.25250
C -3.61120 -3.82155 -2.23703
C -4.50137 -4.05140 -3.28477
C -4.11724 -4.87514 -4.33718
C -2.85643 -5.46511 -4.33653
C -1.97593 -5.23985 -3.28231
C -2.35016 -4.41537 -2.22687
H -5.48626 -3.59774 -3.29730
H -4.79986 -5.05551 -5.16097
H -2.55797 -6.10324 -5.16288
H -0.99566 -5.70458 -3.28582
H -1.65334 -4.24544 -1.41321
O -6.92766 6.23169 -2.29557
N -6.30009 7.05087 -1.63813
O -6.59534 8.23420 -1.54415
C -5.11264 6.58390 -0.91900
C -4.72115 5.25052 -1.03010
C -3.57913 4.81694 -0.36456
C -2.84009 5.70931 0.40763
C -3.24281 7.03761 0.52248
C -4.38194 7.48080 -0.14177
H -5.28750 4.54516 -1.62820
H -3.26203 3.78241 -0.44986
H -1.94317 5.36623 0.92265
H -2.66520 7.72850 1.12775
H -4.68268 8.51849 -0.04641

Forces on the atoms, in the same order (eV/Å):
0.5025 -3.7449 -0.2300
1.0086 -3.6268 -1.4162
1.4585 -0.0831 -0.9352
3.7094 2.4983 -1.1845
-1.0933 3.3359 1.1890
-2.1659 -0.2714 1.4734
-2.4956 -2.6766 1.5159
-0.3659 0.0518 -1.0547
-0.1378 -0.2161 0.2455
-1.0576 -0.7836 1.5061
-0.8897 -2.2597 1.5638
-3.5068 -1.6157 0.9305
-3.3383 1.8785 -1.0491
-0.3025 2.4900 -1.5712
3.5473 2.2920 -0.9953
3.1952 -2.0859 1.2711
1.8106 1.2004 1.6085
1.8930 -0.3480 -1.1383
1.3639 1.5059 -0.4399
-0.1720 -1.0169 0.1983
-0.9528 0.3181 0.6675
-1.5091 -1.2544 0.4870
-1.9677 0.3698 -0.5053
0.1053 1.8366 -1.0784
1.5684 1.0064 -0.3432
0.5928 0.4731 -0.3372
-0.0447 0.5077 -0.1514
0.0701 -0.0128 0.5988
0.2336 -0.4163 -0.5496
-0.1453 0.1267 -0.8594
-0.0015 -0.0977 0.0075
-0.0076 0.2271 0.1421
0.0036 0.0063 0.0367
0.0372 -0.2878 0.0314
-0.0084 0.1219 0.0767
-0.0221 0.2228 0.1532
0.0106 0.0727 0.1244
0.0234 -0.0214 0.1271
0.0190 -0.1076 0.1000
-0.0037 -0.2605 0.0873
-0.5113 -0.1584 -0.4304
0.3397 0.3866 0.0682
-0.0672 -0.3286 0.5453
-0.4418 -0.7176 0.2035
0.0792 0.0231 0.0849
-0.0887 0.1043 -0.2280
0.0172 0.0361 -0.0219
0.1923 0.0446 0.1847
-0.0494 0.0531 -0.1092
-0.0965 0.1112 -0.2191
0.0063 0.1004 -0.1101
0.0725 0.1050 -0.0410
0.1166 0.0875 0.0371
0.1859 0.0579 0.1683
0.1932 -0.2038 0.5409
-0.0746 -0.3560 -0.4171
-0.0770 0.5908 -0.1253
0.2373 0.5818 0.5939
-0.0497 0.0431 -0.0715
0.0350 -0.2449 0.0842
-0.0076 -0.0273 -0.0245
-0.0934 0.1291 -0.2257
0.0084 -0.0991 0.0543
0.0247 -0.2470 0.0796
-0.0048 -0.1468 -0.0245
-0.0295 -0.0875 -0.0976
-0.0524 -0.0052 -0.1360
-0.0986 0.1203 -0.2204
0.6800 -0.2698 0.1021
-0.3654 0.3275 0.1782
-0.3792 -0.0864 -0.1928
0.2740 -0.5139 -0.6300
-0.1089 0.0487 -0.0244
0.1871 0.0208 0.1873
-0.0106 0.0302 0.0440
-0.2331 0.0809 -0.0356
0.0725 0.0256 0.0787
0.1944 0.0352 0.1706
0.0512 0.0532 0.1315
-0.0381 0.0744 0.1071
-0.1093 0.0919 0.0519
-0.1994 0.1018 -0.0676
0.3004 0.4167 0.3301
-0.4490 0.1596 -0.2706
0.1258 -0.5771 -0.0427
0.6654 -0.2716 0.3786
-0.0190 -0.0912 -0.0417
-0.1094 0.2994 0.0269
0.1062 0.1831 0.0298
-0.2526 -0.2372 -0.2379
0.0228 0.1416 0.0534
-0.0463 0.2656 0.0274
-0.0574 0.1107 -0.0213
-0.8125 0.5144 -0.5338
-0.0964 -0.0468 -0.0875
-0.1234 -0.1947 -0.1575

***

2.
Entry from the Open Molecules 2025 dataset: a structure of composition C42H35BrCl2F5N4O2PS3ScSi (ωB97M-V with the def2-TZVPD basis set).

Computed properties:
Energy above the lowest of the compared OMol25 structures with the same formula, charge and spin   0.221 eV
HOMO level   -4.783 eV
Maximum force   0.306 eV/A
Kohn-Sham gap   6.894 eV
Net charge   -1
Electronic energy   -233234.415 eV

Geometry (Å):
Sc -0.06990 -0.09218 -0.40537
C -3.99103 3.11030 -5.85203
Si -2.57678 2.02937 -5.23145
C -0.95719 2.78798 -5.79095
C -2.81146 0.33528 -5.99275
C -2.67014 1.99529 -3.35961
C -3.60165 2.73286 -2.65269
C -3.60969 2.74545 -1.25360
C -2.67981 1.96694 -0.60386
N -1.79772 1.20531 -1.25744
C -1.74802 1.22142 -2.60471
S -0.49898 0.26140 -3.29149
H -3.99338 3.10734 -6.94485
H -3.90526 4.14954 -5.52654
H -4.95996 2.72797 -5.51965
H -0.88611 2.82167 -6.88176
H -0.12810 2.19705 -5.40338
H -0.85691 3.80822 -5.41190
H -2.89778 0.43516 -7.07778
H -3.72120 -0.14559 -5.62486
H -1.96835 -0.31608 -5.76054
H -4.33328 3.33024 -3.18576
H -4.31830 3.33870 -0.69274
H -2.60911 1.93213 0.47699
F 5.58191 -2.51778 4.47827
C 4.39628 -2.37178 3.86406
C 4.33334 -1.98270 2.54149
F 5.46925 -1.76323 1.86084
C 3.10897 -1.79637 1.93030
F 3.12686 -1.41293 0.64556
C 1.89071 -1.99347 2.58010
S 0.33740 -1.84060 1.82111
C 2.00213 -2.37247 3.92286
F 0.89745 -2.56999 4.65724
C 3.21511 -2.56254 4.55549
F 3.25763 -2.91228 5.85104
Br -2.77273 -6.60033 -3.40545
C -1.18610 -5.65113 -2.99439
C 0.04212 -6.19872 -3.33115
N 1.19349 -5.58664 -3.07458
C 1.14253 -4.40118 -2.47175
C -0.04368 -3.78321 -2.09888
C -1.24337 -4.42341 -2.36635
C -0.03564 -2.44680 -1.42926
O -1.12018 -1.98757 -0.97264
O 1.03978 -1.80514 -1.34366
H 0.09340 -7.16237 -3.82470
H 2.08373 -3.90750 -2.26566
H -2.17848 -3.95541 -2.09208
N -0.01733 1.38016 0.95617
P 0.48601 2.08165 2.22314
C 0.70474 3.88515 1.97124
C 1.59011 4.66802 2.70737
C 1.70247 6.02850 2.45466
C 0.92984 6.61772 1.46256
C 0.04660 5.84360 0.72202
C -0.06234 4.48342 0.97537
C 2.12592 1.60383 2.87097
C 2.35216 1.18368 4.17692
C 3.63932 0.87413 4.60287
C 4.70852 0.98902 3.72878
C 4.49105 1.40388 2.41974
C 3.20825 1.70508 1.99516
C -0.60744 1.98574 3.67944
C -1.01881 3.09866 4.40821
C -1.87901 2.95027 5.48901
C -2.32949 1.68910 5.85048
C -1.92313 0.57509 5.12732
C -1.07016 0.72082 4.04442
H 2.20219 4.21070 3.47635
H 2.39802 6.62817 3.02877
H 1.02076 7.67848 1.26344
H -0.55444 6.29712 -0.05657
H -0.73456 3.86049 0.39457
H 1.52350 1.09236 4.86824
H 3.80176 0.53338 5.61821
H 5.70895 0.73635 4.05880
H 5.32060 1.47735 1.72731
H 3.04008 2.02741 0.97452
H -0.67572 4.08787 4.13232
H -2.19886 3.82268 6.04564
H -3.00173 1.57453 6.69212
H -2.27532 -0.41227 5.39880
H -0.76120 -0.14765 3.47067
Cl -2.87859 -0.68373 1.40994
C -2.99374 -2.44754 1.35173
Cl -4.40991 -3.04750 2.24329
H -2.09673 -2.84918 1.81050
H -3.08302 -2.74145 0.31493
S 4.11078 1.49792 -2.21097
C 3.03716 2.79956 -1.90234
C 1.89068 2.32590 -1.36295
N 1.84223 0.95902 -1.22605
C 2.93062 0.39794 -1.65771
H 3.30034 3.82207 -2.11187
H 1.04141 2.90743 -1.04039
H 3.07389 -0.67078 -1.66526

Forces on the atoms, in the same order (eV/Å):
0.1092 0.2853 0.0135
-0.0089 -0.0029 0.0111
0.0129 -0.0432 -0.0554
-0.0265 0.0448 -0.0251
0.0079 -0.0202 -0.0017
-0.0614 0.0461 0.0002
0.0778 0.0272 0.0495
0.0080 -0.0317 -0.0030
-0.0593 -0.0306 -0.0477
0.0346 -0.0286 0.1029
-0.0338 -0.1032 -0.0200
0.0728 -0.0180 0.1200
-0.0072 0.0055 -0.0092
0.0113 -0.0070 0.0251
0.0105 0.0122 -0.0149
-0.0270 -0.0033 0.0132
0.0216 0.0008 -0.0051
-0.0075 0.0042 -0.0081
0.0019 -0.0295 -0.0384
0.0036 0.0311 0.0062
-0.0408 0.0393 -0.0096
-0.0052 0.0174 -0.0246
-0.0035 -0.0064 0.0011
0.0145 0.0315 -0.0001
0.0077 0.0044 0.0100
-0.0278 -0.0149 0.0049
-0.0029 -0.0118 0.0039
0.0110 0.0091 -0.0001
0.0062 0.0108 -0.0029
0.0010 0.0232 -0.0161
-0.0085 0.0198 0.0378
-0.0208 -0.0588 -0.0921
0.0063 -0.0054 -0.0093
-0.0137 -0.0001 0.0042
0.0080 -0.0106 -0.0301
0.0040 -0.0002 0.0184
-0.0046 -0.0024 -0.0020
0.0064 0.0088 0.0042
-0.0025 -0.0051 -0.0035
-0.0007 0.0011 0.0021
0.0115 0.0068 0.0036
-0.0189 -0.0016 0.0031
0.0069 -0.0068 -0.0040
-0.0099 -0.0096 0.0169
-0.0087 0.0539 0.0661
0.0027 -0.1117 -0.0653
-0.0007 0.0004 0.0010
-0.0008 -0.0012 0.0029
-0.0029 0.0009 0.0005
0.0040 -0.1191 -0.0268
-0.0463 0.0276 -0.0567
0.0134 0.0029 -0.0033
0.0027 0.0044 0.0009
-0.0061 0.0027 -0.0002
0.0042 -0.0020 0.0010
-0.0014 0.0001 -0.0012
-0.0035 -0.0087 -0.0029
0.0218 0.0529 -0.0023
-0.0014 -0.0132 0.0149
-0.0046 0.0115 -0.0052
0.0006 0.0052 -0.0034
0.0083 -0.0043 -0.0046
-0.0029 -0.0098 0.0170
-0.0016 -0.0075 0.0112
0.0059 -0.0021 0.0118
0.0033 0.0076 -0.0078
0.0030 -0.0072 0.0054
-0.0045 0.0027 0.0015
0.0005 0.0032 -0.0076
0.0003 -0.0016 0.0014
0.0007 0.0000 -0.0001
0.0002 0.0003 0.0002
-0.0003 -0.0001 0.0009
-0.0065 -0.0027 0.0020
0.0023 -0.0021 -0.0032
0.0009 -0.0008 0.0021
-0.0011 -0.0013 -0.0004
0.0001 0.0006 0.0023
-0.0070 0.0067 -0.0167
-0.0018 0.0000 0.0002
-0.0005 0.0003 -0.0005
0.0013 0.0000 0.0018
-0.0005 0.0005 0.0009
0.0041 -0.0007 -0.0007
-0.0960 -0.0507 0.0073
0.0159 0.0006 -0.0006
-0.0135 -0.0050 0.0055
-0.0051 -0.0035 -0.0017
0.0087 0.0078 -0.0040
-0.0559 -0.0137 -0.1650
0.0464 0.0094 0.1303
-0.0368 -0.0039 -0.0794
0.0320 -0.0068 -0.0427
0.0360 0.0061 0.1223
0.0120 0.0023 0.0280
0.0048 0.0011 0.0014
0.0100 -0.0096 0.0328

***

Which of these has the highest Kohn-Sham gap?
C42H35BrCl2F5N4O2PS3ScSi

***

What is the formula in the first record?
C42H34FN6O10PS2

***

Which of these has the lowest maximum force?
C42H35BrCl2F5N4O2PS3ScSi

***

Which of these has the lowest Kohn-Sham gap?
C42H34FN6O10PS2